Model i:
Formula: CH4N2OS
Source: the OMol25 dataset
Level of theory: ωB97M-V/def2-TZVPD

Properties
SMILES string: NNOC=S
gap between HOMO and LUMO (spin up / spin down): 9.19 / 9.19 eV
lowest unoccupied orbital energy (spin up / spin down): 0.212 / 0.212 eV
total charge: 0
HOMO (spin up / spin down): -8.98 / -8.98 eV

CARTESIAN COORDINATES (ANGSTROEM)
1 N -0.84 -0.34 0.35
2 N 0.03 0.28 -0.54
3 O 1.27 -0.45 -0.55
4 C 2.20 0.27 0.16
5 S 3.78 -0.16 0.19
6 H -0.72 -1.44 0.50
7 H -0.80 0.08 1.35
8 H -0.34 0.26 -1.54
9 H 1.84 1.14 0.63

Model ii:
Formula: CH4N2OS
Source: the OMol25 dataset
Level of theory: ωB97M-V/def2-TZVPD

Properties
gap between HOMO and LUMO: 9.60 eV
lowest unoccupied orbital energy: -0.135 eV
total charge: 0
HOMO: -9.74 eV

CARTESIAN COORDINATES (ANGSTROEM)
1 C 0.56 1.74 2.08
2 N -0.54 1.37 1.94
3 N 1.09 -1.17 -0.75
4 O 0.19 -1.30 -1.69
5 S -1.38 -0.40 -1.52
6 H -0.72 0.75 -1.50
7 H -1.35 0.82 1.75
8 H 0.78 -1.62 0.20
9 H 1.36 -0.18 -0.51

Of them, model ii has the lowest stability.